The following is a DFT calculation (wB97M-V/def2-TZVPD) of a cluster of 2 separate species, CHCl3N2 in total at a distorted geometry.

Last columns: bonded neighbours and bond lengths (Å).
Cartesian coordinates (Å):
1 C -0.78836 0.46506 -0.30449  N2 1.186, H7 0.988
2 N -1.05026 -0.03944 0.73659  C1 1.186, Cl4 1.716
3 N 1.68303 0.24080 -0.25612  Cl5 1.585, Cl6 1.659
4 Cl -2.64867 -0.36747 1.26735  N2 1.716
5 Cl 2.11534 -0.11195 1.22737  N3 1.585
6 Cl 1.65328 -0.92724 -1.43339  N3 1.659
7 H -0.96436 0.74024 -1.23731  C1 0.988

Energy above the lowest of the compared OMol25 structures with the same formula, charge and spin: 88.7 kcal per mole
Spin multiplicity: 1
Orbital gap (alpha / beta): 7.0 / 8.6 eV

Mulliken population analysis, charges in e, atoms 1 to 4:
1 C 0.04
2 N -0.23
3 N -0.17
4 Cl -0.11